a | This record from OMol25 describes the molecule C12H16N2O3. The level of theory is the ωB97M-V functional and the def2-TZVPD basis.

HOMO (eV): -9.140
SMILES string: C[C@H](NC(=O)[C@@H](N)Cc1ccccc1)C(=O)O
Molecular weight (Da): 236.3
Kohn-Sham gap (eV): 9.65

ORCA input file:
```
! wB97M-V def2-TZVPD RIJCOSX def2/J DEFGRID3
* xyz 0 1
C -1.863 0.619 1.243
H -3.216 -0.661 2.111
H 2.447 3.231 1.112
N 1.481 -0.412 -0.768
C -3.698 -0.615 0.087
O 0.771 -1.988 1.873
C 1.249 -1.944 0.756
C -2.915 -0.263 1.193
H 2.363 -0.779 -1.116
C -2.006 0.671 -1.161
C 0.267 -2.315 -1.630
C 1.852 0.950 -0.484
H 0.982 1.179 1.534
H -4.608 -1.173 0.010
H -0.705 2.992 0.584
N 1.561 3.153 0.676
H 0.666 -1.858 -2.574
H 2.846 -2.977 1.181
C 0.459 -1.362 -0.409
H 1.549 3.322 -0.325
O 2.700 1.556 -1.116
H -0.395 -0.841 -0.208
H 0.874 -3.178 -1.446
C 1.057 1.766 0.615
H -3.647 -0.345 -2.149
C -1.477 1.134 0.040
O 2.410 -2.478 0.457
H -0.704 -3.010 -1.690
H -1.314 0.931 2.153
C -3.137 -0.147 -1.198
H -0.239 2.453 -1.040
H -1.866 1.166 -2.049
C -0.353 2.113 0.089
*
```

Charge distribution, Mulliken scheme, values in e: -0.21, 0.46, 0.22, -0.28, -0.76, -0.60, 0.08, -0.63, 0.37, -0.39, -1.45, 0.21, 0.62, 0.44, 0.52, -0.66, 0.31, 0.39, 2.54, 0.31, -0.66, -1.30, 0.41, -0.12, 0.41, 0.52, -0.45, 0.30, 0.39, -0.45, 0.37, 0.51, -1.40

b | This record from OMol25 describes the molecule C12H16N2O3. The level of theory is the ωB97M-V functional and the def2-TZVPD basis.

HOMO (eV): -9.171
SMILES string: C[C@H](N)C(=O)N[C@@H](Cc1ccccc1)C(=O)O
Molecular weight (Da): 236.3
Kohn-Sham gap (eV): 9.70

ORCA input file:
```
! wB97M-V def2-TZVPD RIJCOSX def2/J DEFGRID3
* xyz 0 1
H 3.103 0.091 -3.336
C -2.511 -0.512 -0.752
H 2.208 -0.020 3.075
C 1.057 0.005 3.108
H -2.930 0.303 2.627
C 2.058 0.823 -3.682
C -1.115 -1.309 -0.616
H 0.708 2.027 -2.403
C -1.782 0.035 2.874
C 0.224 0.689 3.994
C -0.981 -0.737 1.997
C -1.263 -1.862 0.875
H 0.364 0.042 -0.035
O -2.600 0.454 -1.773
H 0.757 1.120 4.954
H -1.789 1.680 4.131
C 0.254 0.057 -2.093
H 2.883 0.509 -1.060
O -3.386 -0.467 0.054
H 1.012 -1.268 1.139
N -0.014 -0.362 -0.861
H -0.359 -2.551 0.959
O -0.315 -0.429 -3.147
H -1.993 -0.148 -2.398
H -1.010 -2.141 -1.260
C -1.227 0.781 3.878
C 1.421 1.065 -2.412
N 2.153 1.191 -1.074
H 2.569 1.796 -4.054
C 0.448 -0.683 2.007
H -2.152 -2.361 1.069
H 2.985 1.938 -1.470
H 1.224 0.246 -4.314
*
```

Charge distribution, Mulliken scheme, values in e: 0.21, 0.74, 0.27, -0.73, 0.19, -0.94, -0.57, 0.20, -0.13, -0.25, 0.78, -1.23, 0.41, -0.53, 0.25, 0.31, 0.42, 0.27, -0.51, 0.23, 0.03, 0.39, -0.78, 0.40, 0.45, -0.47, 0.29, -0.78, 0.30, -0.46, 0.60, 0.35, 0.33

Result of the stability comparison: a is the most stable of them.

a | This record from OMol25 describes a cluster of 2 separate species, C3H9NO3 in total. The level of theory is the ωB97M-V functional and the def2-TZVPD basis.

HOMO (eV): -9.732
SMILES string: O=CCO.CON
Molecular weight (Da): 107.1
Kohn-Sham gap (eV): 10.59

ORCA input file:
```
! wB97M-V def2-TZVPD RIJCOSX def2/J DEFGRID3
* xyz 0 1
C 0.857 -0.800 -1.174
O -0.327 0.396 0.911
C -0.138 -0.131 -2.086
H 1.685 -0.122 -0.880
N 0.509 1.258 1.691
H 0.386 2.189 1.300
H -0.578 1.319 -0.901
H 0.048 -1.260 2.092
H 0.241 -0.209 -3.123
H 1.473 0.973 1.531
H -1.394 -0.294 2.546
O 0.811 -1.940 -0.808
H -1.402 -1.292 1.048
H -1.101 -0.657 -2.040
O -0.275 1.241 -1.818
C -0.795 -0.671 1.710
*
```

Charge distribution, Mulliken scheme, values in e: 0.14, -0.22, -0.33, 0.31, -0.53, 0.25, 0.40, 0.29, 0.32, 0.25, 0.23, -0.50, 0.27, 0.25, -0.55, -0.61

b | This record from OMol25 describes a cluster of 2 separate species, C3H9NO3 in total. The level of theory is the ωB97M-V functional and the def2-TZVPD basis.

HOMO (eV): -9.156
SMILES string: [H]/N=C/OC.OCO
Molecular weight (Da): 107.1
Kohn-Sham gap (eV): 9.46

ORCA input file:
```
! wB97M-V def2-TZVPD RIJCOSX def2/J DEFGRID3
* xyz 0 1
H 0.068 0.410 -0.789
H 1.414 2.599 0.389
C -0.282 -1.384 0.165
H -2.430 0.991 0.076
C 1.134 1.020 -0.685
H -1.693 0.185 1.448
H -3.072 -0.598 0.602
O -1.294 -0.599 -0.479
N 0.720 -1.935 0.758
H 1.280 -2.538 0.148
O 2.378 0.467 -0.368
O 0.737 1.903 0.355
C -2.174 0.010 0.483
H -0.233 -1.912 -0.812
H 1.233 1.579 -1.620
H 2.214 -0.196 0.331
*
```

Charge distribution, Mulliken scheme, values in e: 0.25, 0.29, 0.46, 0.28, -0.15, 0.33, 0.30, -0.29, -0.85, 0.31, -0.52, -0.50, -0.76, 0.18, 0.33, 0.35

c | This record from OMol25 describes a cluster of 2 separate species, C3H9NO3 in total. The level of theory is the ωB97M-V functional and the def2-TZVPD basis.

HOMO (eV): -9.505
SMILES string: O=CCNCO.O
Molecular weight (Da): 107.1
Kohn-Sham gap (eV): 10.33

ORCA input file:
```
! wB97M-V def2-TZVPD RIJCOSX def2/J DEFGRID3
* xyz 0 1
H -0.730 -0.981 -0.079
O -2.444 0.017 1.828
H -0.099 1.893 0.352
H -1.659 -0.411 2.141
H -2.606 1.259 0.279
H -2.925 -0.446 -0.144
H 0.879 0.510 0.856
N -0.953 0.003 -0.082
H 3.420 -2.473 -0.509
O 2.603 -2.036 -0.250
O 2.259 0.733 -1.105
H 2.773 -1.137 -0.562
C -2.272 0.214 0.434
C 1.087 0.947 -1.150
H 0.491 1.040 -2.105
C 0.174 0.867 0.096
*
```

Charge distribution, Mulliken scheme, values in e: 0.25, -0.51, 0.41, 0.31, 0.30, 0.29, 0.27, -0.30, 0.31, -0.62, -0.53, 0.35, -0.43, -0.02, 0.33, -0.41

d | This record from OMol25 describes a cluster of 2 separate species, C3H9NO3 in total. The level of theory is the ωB97M-V functional and the def2-TZVPD basis.

HOMO (eV): -9.654
SMILES string: CC(=O)[C@@H](N)O.O
Molecular weight (Da): 107.1
Kohn-Sham gap (eV): 10.31

ORCA input file:
```
! wB97M-V def2-TZVPD RIJCOSX def2/J DEFGRID3
* xyz 0 1
O 0.669 2.185 -0.782
H 1.816 0.102 1.614
H 1.302 1.532 -1.254
H 1.175 2.639 -0.101
H -1.438 -1.748 0.748
O -1.557 0.574 -0.162
O 1.639 -0.295 -0.936
H 0.813 -1.347 1.682
H -0.721 -0.460 -1.764
H -1.126 1.413 -0.392
H 0.033 0.238 1.795
C 0.850 -0.314 1.335
N -1.257 -1.760 -0.250
H -2.138 -1.952 -0.713
C 0.692 -0.328 -0.155
C -0.751 -0.481 -0.665
*
```

Charge distribution, Mulliken scheme, values in e: -0.68, 0.38, 0.34, 0.31, 0.27, -0.58, -0.67, 0.38, 0.33, 0.38, 0.33, -1.44, -0.66, 0.27, 0.85, 0.18

Result of the stability comparison: d is the most stable of them.

a | This record from OMol25 describes a cluster of 2 separate species, C3H9NO3 in total. The level of theory is the ωB97M-V functional and the def2-TZVPD basis.

HOMO (eV): -9.847
SMILES string: NCCOC=O.O
Molecular weight (Da): 107.1
Kohn-Sham gap (eV): 10.49

ORCA input file:
```
! wB97M-V def2-TZVPD RIJCOSX def2/J DEFGRID3
* xyz 0 1
H -2.303 -1.453 1.254
H 2.521 -0.971 0.163
H 3.581 -1.409 -0.723
H -2.386 -0.076 -1.414
H -1.314 -1.906 -0.092
N -2.767 -0.345 -0.468
C -0.596 -0.146 0.689
C -1.750 -1.062 0.354
H 0.059 -0.674 1.461
O 3.013 -1.780 -0.028
C 0.821 1.437 -0.437
H -3.543 -1.020 -0.673
H 1.575 1.584 -1.177
H -0.984 0.755 1.116
O 0.175 0.289 -0.456
O 0.728 2.268 0.450
*
```

Charge distribution, Mulliken scheme, values in e: 0.37, 0.29, 0.32, 0.23, 0.34, -0.63, -0.41, -0.55, 0.29, -0.62, 0.11, 0.24, 0.45, 0.38, -0.29, -0.52

b | This record from OMol25 describes a cluster of 2 separate species, C3H9NO3 in total. The level of theory is the ωB97M-V functional and the def2-TZVPD basis.

HOMO (eV): -9.789
SMILES string: NCCC(=O)O.O
Molecular weight (Da): 107.1
Kohn-Sham gap (eV): 10.32

ORCA input file:
```
! wB97M-V def2-TZVPD RIJCOSX def2/J DEFGRID3
* xyz 0 1
N -0.824 -1.660 -1.319
H -1.209 0.756 0.202
H 0.591 -0.293 -1.878
H 0.763 -0.972 -0.255
O 2.066 1.162 -0.046
H -0.750 1.222 -1.447
H -1.398 -2.061 -0.675
C 0.028 -0.576 -0.991
H -1.591 -1.458 -1.976
C -0.320 0.786 -0.531
H 1.668 3.289 -0.242
C 0.915 1.617 -0.090
H -1.799 -3.406 1.764
O -1.946 -3.284 2.750
O 0.742 2.972 -0.178
H -1.142 -3.219 3.203
*
```

Charge distribution, Mulliken scheme, values in e: -0.57, 0.30, 0.25, 0.30, -0.57, 0.19, 0.15, -0.35, 0.24, -0.50, 0.34, 0.67, 0.33, -0.64, -0.45, 0.31

c | This record from OMol25 describes the molecule C3H9NO3. The level of theory is the ωB97M-V functional and the def2-TZVPD basis.

HOMO (eV): -9.757
SMILES string: CNO[C@@H](O)OC
Molecular weight (Da): 107.1
Kohn-Sham gap (eV): 10.65

ORCA input file:
```
! wB97M-V def2-TZVPD RIJCOSX def2/J DEFGRID3
* xyz 0 1
C -1.176 -0.043 2.237
H 0.458 1.183 2.167
H -1.016 -0.947 -1.126
C 0.644 -0.597 -0.237
C 0.815 0.543 -2.435
H 1.587 0.855 -3.139
H 1.349 -1.152 0.386
O -0.348 -1.450 -0.641
H 0.265 1.421 -2.081
O 1.487 -0.097 -1.372
N 0.166 0.281 1.797
H -1.149 -0.136 3.323
H 0.125 -0.135 -2.954
O 0.175 0.579 0.296
H -1.929 0.703 1.962
H -1.454 -1.010 1.817
*
```

Charge distribution, Mulliken scheme, values in e: -0.72, 0.24, 0.33, 0.26, -0.63, 0.27, 0.35, -0.46, 0.28, -0.39, -0.40, 0.33, 0.24, -0.25, 0.27, 0.28

Result of the stability comparison: a is the most stable of them.

a | This record from OMol25 describes a cluster of 2 separate species, C3H9NO3 in total. The level of theory is the ωB97M-V functional and the def2-TZVPD basis.

HOMO (eV): -9.867
SMILES string: NCCOC=O.O
Molecular weight (Da): 107.1
Kohn-Sham gap (eV): 10.60

ORCA input file:
```
! wB97M-V def2-TZVPD RIJCOSX def2/J DEFGRID3
* xyz 0 1
N 0.000 0.000 0.000
H 0.113 1.001 0.197
C -1.392 -0.207 4.096
H -0.665 -0.517 4.873
O 1.180 -0.925 -2.874
H 1.716 -1.706 -2.607
H -1.717 1.153 1.683
H 0.771 -0.474 0.483
H -2.749 -0.301 1.820
O -0.929 -0.418 2.789
H -2.004 -0.282 -0.370
H -1.345 -1.707 0.484
C -1.704 0.047 1.705
O -2.420 0.388 4.405
H 0.840 -0.556 -2.027
C -1.274 -0.606 0.397
*
```

Charge distribution, Mulliken scheme, values in e: -0.57, 0.22, 0.11, 0.36, -0.70, 0.31, 0.32, 0.28, 0.30, -0.22, 0.31, 0.32, -0.37, -0.47, 0.39, -0.58

b | This record from OMol25 describes the molecule C3H9NO3. The level of theory is the ωB97M-V functional and the def2-TZVPD basis.

HOMO (eV): -9.339
SMILES string: C[C@@H](O)ON(C)O
Molecular weight (Da): 107.1
Kohn-Sham gap (eV): 10.10

ORCA input file:
```
! wB97M-V def2-TZVPD RIJCOSX def2/J DEFGRID3
* xyz 0 1
H -0.179 1.746 -1.277
H 0.888 -0.428 -0.717
O 2.188 0.431 0.617
H 1.588 1.905 -1.390
H -1.226 -0.830 -1.258
H -2.493 -1.575 -0.257
O -0.066 0.231 0.993
C 0.943 0.414 -0.003
H -2.305 0.194 -0.263
H 0.732 2.536 0.025
O -0.195 -2.052 0.793
N -0.942 -0.844 0.863
C -1.780 -0.756 -0.316
C 0.751 1.744 -0.717
H 2.260 -0.328 1.207
H -0.164 -2.389 1.699
*
```

Charge distribution, Mulliken scheme, values in e: 0.32, 0.34, -0.53, 0.35, 0.27, 0.28, -0.29, 0.38, 0.27, 0.33, -0.43, -0.02, -0.64, -1.26, 0.30, 0.34

Result of the stability comparison: a is the most stable of them.

a | This record from OMol25 describes the molecule CH3FO2. The level of theory is the ωB97M-V functional and the def2-TZVPD basis.

HOMO (spin up / spin down) (eV): -6.538 / -11.608
Molecular weight (Da): 66.0
Kohn-Sham gap (spin up / spin down) (eV): 7.41 / 9.04

ORCA input file:
```
! wB97M-V def2-TZVPD RIJCOSX def2/J DEFGRID3
* xyz 0 3
F 1.574 -0.673 0.047
H 0.543 0.958 1.133
O -1.407 -0.772 0.283
O -0.547 0.068 -0.524
C 0.575 0.545 0.063
H -1.697 -1.548 -0.311
H 0.960 1.422 -0.691
*
```

Charge distribution, Mulliken scheme, values in e: -0.33, 0.22, -0.25, -0.25, 0.09, 0.36, 0.16

b | This record from OMol25 describes a cluster of 2 separate species, CH3FO2 in total. The level of theory is the ωB97M-V functional and the def2-TZVPD basis.

HOMO (spin up / spin down) (eV): -5.525 / -11.634
Molecular weight (Da): 66.0
Kohn-Sham gap (spin up / spin down) (eV): 6.38 / 9.18

ORCA input file:
```
! wB97M-V def2-TZVPD RIJCOSX def2/J DEFGRID3
* xyz 0 3
O 0.378 -1.357 -0.340
H -0.959 1.547 0.088
H -0.257 -0.159 1.312
F 1.155 0.733 0.075
C 0.248 -0.219 0.311
H 0.788 -1.305 -1.192
O -1.353 0.760 -0.254
*
```

Charge distribution, Mulliken scheme, values in e: -0.45, 0.35, 0.34, -0.29, 0.06, 0.32, -0.33

Result of the stability comparison: b is the most stable of them.